1.
Molecular formula: C10H12N2OS2
Method: DFT, the ωB97M-V functional and the def2-TZVPD basis

The geometry in XYZ format:
```
27
Properties=species:S:1:pos:R:3:lowdin_charge:R:1
O -3.830 1.234 -0.486 -0.110
N -2.372 -0.441 0.069 -0.004
C 0.778 2.092 -0.849 -0.073
C 3.211 2.004 -0.847 -0.103
C 0.971 -2.565 0.538 -0.360
H -5.023 0.004 -1.669 0.117
H 1.997 0.699 2.072 0.131
H 1.594 -2.124 1.172 -0.013
C 0.766 1.464 0.414 -0.439
H 4.320 2.047 -1.139 0.124
N -0.367 1.136 1.091 -0.259
H 4.225 0.991 0.711 0.105
C -1.207 -0.909 0.592 -0.615
C 2.000 1.120 1.016 -0.024
S -0.143 -1.618 -0.537 0.867
C 3.238 1.301 0.345 -0.103
C 1.991 2.475 -1.435 -0.061
H -1.048 -1.183 1.696 0.113
C -4.903 0.267 -0.559 -0.040
C -2.699 0.745 -0.053 -0.691
H 0.308 -3.282 0.918 0.015
H -4.564 -0.667 -0.022 0.098
H 2.001 3.034 -2.441 0.127
H -5.846 0.603 -0.189 0.072
S -1.719 2.071 0.673 1.025
H -0.202 2.257 -1.298 0.076
H 1.611 -3.136 -0.082 0.025
```

Expectation value of S²: 2.045
Spin multiplicity: 3
Net charge: 0
Energy: -37256.866 eV
HOMO level (spin up / spin down): -0.18952 / -0.30961 hartree
Relative energy (zero: lowest compared OMol25 entry of this formula, charge and spin): 0.0 kJ/mol
Lowest unoccupied orbital energy (spin up / spin down): 0.80 / -1.87 eV



2.
Molecular formula: C10H12N2OS3
Method: DFT, the ωB97M-V functional and the def2-TZVPD basis

The geometry in XYZ format:
```
28
Properties=species:S:1:pos:R:3:lowdin_charge:R:1
C -1.185 -0.402 1.093 -0.064
O -1.523 -0.241 3.927 0.080
H 1.035 -2.316 5.862 0.084
H 0.296 -0.080 -4.156 0.084
C 0.202 -0.172 -3.082 -0.032
C -0.477 -0.652 3.453 -0.495
C -0.794 -0.400 -0.291 -0.152
H 0.603 0.748 -2.655 0.097
H 0.754 -1.054 -2.744 0.095
H -2.187 -0.618 -4.484 0.119
H -1.970 1.114 -4.059 0.122
H -4.224 -0.697 -3.400 0.080
H -0.570 -1.638 5.890 0.092
S 3.278 -1.315 4.025 0.575
S 1.474 -1.097 1.696 1.005
H 0.257 -0.426 -0.477 0.052
H -4.081 1.067 -3.260 0.068
S -3.377 -0.016 -1.171 0.983
C -3.599 0.126 -3.009 -0.390
C 1.714 -1.291 3.408 -1.067
H 0.777 -0.604 6.221 0.089
C 0.458 -1.431 5.612 -0.022
N 0.571 -1.127 4.186 -0.122
C -1.649 -0.247 -1.347 -0.532
H -2.183 -0.236 1.443 0.104
N -1.213 -0.193 -2.679 -0.195
C -2.216 0.114 -3.682 -0.219
C -0.184 -0.642 2.026 -0.440
```

Net charge: 0
Energy: -48097.481 eV
HOMO level: -0.26974 hartree
Lowest unoccupied orbital energy: -0.28 eV